Record 1
Below is a 12-piece molecular cluster, C32H70N2O40S10 overall at a distorted geometry, with properties calculated with ωB97M-V with the def2-TZVPD basis set.

Computed properties:
- gap between HOMO and LUMO (eV) = 7.9
- SMILES = O=S1(=O)OCCO1.O=S1(=O)OCCO1.O=S1(=O)OCCO1.O=S1(=O)OCCO1.O=S1(=O)OCCO1.O=S1(=O)OCCO1.O=S1(=O)OCCO1.O=S1(=O)OCCO1.O=S1(=O)OCCO1.O=S1(=O)OCCO1.CCN(CC)CC.CCN(CC)CC
- E_LUMO (Eh) = -0.00848
- E_HOMO (eV) = -8.16
- electronic energy (Ha) = -8361.9824
- ΔE to the lowest compared entry with this formula, charge and spin (kJ/mol) = 95.2

The geometry in ORCA input format:
```
! wB97M-V def2-TZVPD RIJCOSX def2/J DEFGRID3
* xyz 0 1
O -5.895 1.903 -4.511
S -5.837 0.866 -3.511
O -6.876 -0.103 -3.461
O -4.409 0.125 -3.589
C -4.036 -0.341 -2.297
C -4.403 0.864 -1.408
O -5.562 1.437 -2.048
H -4.584 -1.271 -2.127
H -2.972 -0.563 -2.261
H -3.575 1.575 -1.432
H -4.741 0.704 -0.389
O -1.236 -0.126 -0.392
S -1.174 0.576 0.867
O -2.266 1.429 1.194
O -0.715 -0.380 2.123
C 0.684 -0.607 2.121
C 1.259 0.343 1.060
O 0.243 1.314 0.901
H 1.195 -0.469 3.071
H 0.865 -1.646 1.833
H 1.599 -0.142 0.144
H 2.140 0.852 1.448
O 4.746 -3.824 7.795
S 4.895 -3.916 6.375
O 5.639 -4.983 5.783
O 3.455 -3.752 5.651
C 3.144 -2.416 5.342
C 4.503 -1.822 4.949
O 5.431 -2.508 5.791
H 2.321 -2.399 4.633
H 2.791 -1.893 6.239
H 4.542 -0.738 4.960
H 4.730 -2.183 3.945
O 4.573 1.580 0.041
S 4.948 1.594 -1.335
O 5.209 2.867 -1.945
O 6.229 0.609 -1.625
C 5.949 -0.274 -2.694
C 4.699 0.267 -3.386
O 3.930 0.770 -2.322
H 6.789 -0.279 -3.394
H 5.909 -1.305 -2.335
H 4.237 -0.483 -4.026
H 4.995 1.047 -4.095
O -5.146 5.946 2.633
S -5.144 6.385 1.254
O -6.228 7.230 0.845
O -3.699 7.022 0.897
C -2.875 6.079 0.183
C -3.567 4.728 0.239
O -4.956 5.089 0.311
H -2.840 6.458 -0.838
H -1.920 6.144 0.698
H -3.244 4.067 1.042
H -3.467 4.205 -0.709
O 0.349 -1.412 5.334
S -0.868 -1.780 6.005
O -1.064 -1.388 7.367
O -2.097 -1.284 5.123
C -3.032 -2.282 4.797
C -2.266 -3.602 4.904
O -1.203 -3.351 5.812
H -3.811 -2.269 5.564
H -3.483 -2.192 3.814
H -1.769 -3.829 3.958
H -2.807 -4.503 5.179
O -4.651 -3.828 -0.302
S -3.724 -2.978 0.382
O -4.062 -1.630 0.768
O -2.927 -3.797 1.591
C -1.527 -3.858 1.330
C -1.411 -3.767 -0.174
O -2.386 -2.816 -0.546
H -1.101 -2.962 1.794
H -1.132 -4.786 1.738
H -1.585 -4.713 -0.693
H -0.459 -3.334 -0.483
O 0.456 5.673 -1.029
S 0.401 4.525 -0.193
O -0.548 3.493 -0.511
O 1.882 3.866 0.112
C 2.457 4.222 1.384
C 1.238 4.473 2.231
O 0.273 5.048 1.370
H 3.122 3.468 1.788
H 2.961 5.163 1.158
H 1.366 5.164 3.065
H 0.825 3.581 2.705
O 0.977 1.688 4.300
S -0.266 2.039 4.884
O -1.491 1.785 4.196
O -0.426 1.588 6.420
C -1.299 2.488 7.081
C -0.989 3.878 6.481
O -0.226 3.634 5.319
H -2.345 2.195 6.944
H -1.271 2.457 8.169
H -0.492 4.469 7.251
H -1.855 4.429 6.111
O 3.470 -1.867 1.703
S 4.113 -2.992 1.091
O 3.475 -3.639 -0.009
O 5.665 -2.754 0.743
C 6.521 -3.671 1.429
C 5.592 -4.784 1.960
O 4.385 -4.082 2.255
H 7.323 -4.009 0.780
H 6.943 -3.123 2.274
H 5.958 -5.282 2.852
H 5.329 -5.483 1.161
C 0.764 1.912 -2.801
C 0.417 3.103 -3.753
N -0.668 2.889 -4.730
C -0.280 1.765 -5.593
C -1.127 1.660 -6.865
C -1.936 2.625 -4.088
C -2.523 3.905 -3.463
H -0.046 1.721 -2.107
H 1.642 2.328 -2.297
H 1.134 1.043 -3.343
H 0.099 3.931 -3.121
H 1.357 3.322 -4.259
H 0.747 1.858 -5.956
H -0.303 0.829 -5.024
H -0.562 1.046 -7.568
H -2.080 1.178 -6.644
H -1.334 2.630 -7.314
H -1.887 1.859 -3.296
H -2.637 2.206 -4.811
H -2.308 4.793 -4.055
H -2.012 4.086 -2.513
H -3.585 3.815 -3.231
C -1.281 -1.658 -4.838
C -1.140 -2.513 -3.571
N -0.288 -3.705 -3.645
C -0.680 -4.748 -4.578
C -2.199 -4.949 -4.737
C 1.108 -3.318 -3.891
C 1.678 -2.382 -2.827
H -1.887 -2.180 -5.579
H -0.294 -1.429 -5.237
H -1.888 -0.787 -4.585
H -0.923 -1.948 -2.663
H -2.142 -2.880 -3.324
H -0.274 -4.603 -5.591
H -0.225 -5.676 -4.220
H -2.678 -4.168 -5.325
H -2.474 -5.888 -5.212
H -2.613 -4.937 -3.726
H 1.347 -2.946 -4.900
H 1.707 -4.236 -3.926
H 2.741 -2.265 -3.045
H 1.551 -2.810 -1.835
H 1.193 -1.407 -2.887
*
```

=====

Record 2
Below is a 5-piece molecular cluster, C32H71BrN4O16P4 overall at a distorted geometry, with properties calculated with ωB97M-V with the def2-TZVPD basis set.

Computed properties:
- gap between HOMO and LUMO (eV) = 8.7
- SMILES = C=CCc1nnc(CCCBr)nn1.CCOP(=O)(OCC)OCC.CCOP(=O)(OCC)OCC.CCOP(=O)(OCC)OCC.CCOP(=O)(OCC)OCC
- E_LUMO (Eh) = -0.02227
- E_HOMO (eV) = -9.30
- electronic energy (Ha) = -6624.4139

The geometry in ORCA input format:
```
! wB97M-V def2-TZVPD RIJCOSX def2/J DEFGRID3
* xyz 0 1
C 3.299 -1.897 -2.132
C 3.642 -1.058 -3.098
C 4.295 0.264 -2.750
C 3.181 1.254 -2.541
N 2.776 1.944 -3.603
N 1.771 2.771 -3.424
C 1.258 2.839 -2.198
C 0.078 3.749 -2.014
C -1.213 3.104 -2.547
C -1.566 1.815 -1.800
Br -2.621 0.605 -2.878
N 1.694 2.175 -1.130
N 2.696 1.345 -1.305
H 3.807 -1.888 -1.176
H 2.466 -2.571 -2.294
H 3.435 -1.281 -4.138
H 4.909 0.175 -1.853
H 4.946 0.614 -3.551
H 0.277 4.627 -2.632
H -0.027 4.055 -0.975
H -2.044 3.804 -2.466
H -1.065 2.875 -3.604
H -2.179 2.068 -0.937
H -0.687 1.300 -1.421
C 1.503 -5.199 4.199
C 2.176 -3.976 3.609
O 1.291 -3.248 2.758
P 0.483 -1.953 3.289
O 1.292 -1.267 4.308
O 0.528 -1.002 1.991
C 0.981 0.352 2.068
C 2.417 0.459 1.606
O -1.001 -2.419 2.932
C -1.663 -3.419 3.726
C -1.698 -3.070 5.199
H 0.693 -4.911 4.873
H 2.221 -5.792 4.768
H 1.079 -5.825 3.413
H 2.574 -3.341 4.402
H 3.018 -4.285 2.987
H 0.859 0.749 3.076
H 0.338 0.938 1.409
H 3.065 -0.216 2.169
H 2.787 1.479 1.722
H 2.503 0.180 0.559
H -1.195 -4.391 3.555
H -2.679 -3.485 3.342
H -0.687 -2.997 5.614
H -2.242 -3.831 5.757
H -2.186 -2.107 5.352
C -6.804 -8.381 5.569
C -6.082 -7.314 4.771
O -7.000 -6.438 4.115
P -7.407 -5.009 4.745
O -6.264 -4.475 5.504
O -7.504 -4.096 3.421
C -6.808 -2.853 3.324
C -5.521 -3.025 2.548
O -8.992 -5.187 4.774
C -9.613 -6.034 5.755
C -9.226 -5.673 7.174
H -7.360 -7.938 6.399
H -6.090 -9.094 5.984
H -7.513 -8.921 4.941
H -5.395 -6.760 5.412
H -5.487 -7.782 3.986
H -6.615 -2.435 4.312
H -7.469 -2.161 2.802
H -4.901 -3.807 2.988
H -4.952 -2.093 2.532
H -5.729 -3.323 1.520
H -9.387 -7.079 5.532
H -10.687 -5.909 5.624
H -8.150 -5.792 7.335
H -9.748 -6.312 7.886
H -9.477 -4.634 7.387
C 11.772 2.892 0.831
C 10.362 2.546 1.268
O 9.685 1.761 0.286
P 9.599 0.154 0.400
O 9.575 -0.230 1.819
O 8.106 -0.120 -0.142
C 7.173 -0.905 0.602
C 6.219 -0.016 1.370
O 10.215 -0.235 -1.021
C 11.627 -0.118 -1.258
C 12.460 -0.870 -0.241
H 12.390 1.993 0.762
H 12.238 3.568 1.548
H 11.767 3.370 -0.149
H 10.377 2.043 2.236
H 9.780 3.461 1.387
H 7.686 -1.597 1.268
H 6.620 -1.505 -0.124
H 6.758 0.682 2.011
H 5.547 -0.613 1.988
H 5.617 0.582 0.682
H 11.904 0.939 -1.300
H 11.801 -0.528 -2.252
H 12.307 -0.475 0.768
H 13.520 -0.787 -0.480
H 12.185 -1.925 -0.227
C -3.562 8.808 -7.523
C -3.862 8.174 -6.179
O -4.927 7.228 -6.270
P -4.643 5.645 -6.412
O -3.396 5.315 -5.704
O -5.825 5.030 -5.506
C -5.547 4.081 -4.475
C -5.504 4.764 -3.124
O -5.475 5.357 -7.743
C -4.971 5.776 -9.022
C -3.575 5.259 -9.302
H -3.175 8.067 -8.226
H -2.813 9.594 -7.416
H -4.464 9.242 -7.957
H -2.962 7.719 -5.765
H -4.190 8.942 -5.477
H -4.618 3.547 -4.675
H -6.352 3.346 -4.492
H -4.790 5.588 -3.127
H -5.224 4.057 -2.342
H -6.481 5.184 -2.880
H -5.016 6.866 -9.093
H -5.665 5.383 -9.763
H -2.855 5.642 -8.573
H -3.248 5.567 -10.295
H -3.552 4.171 -9.247
*
```

=====

Record 3
Below is C32H72F4K2N6O8S4 as an isolated structure at a distorted geometry, with properties calculated with ωB97M-V with the def2-TZVPD basis set.

Computed properties:
- gap between HOMO and LUMO (eV) = 4.7
- E_LUMO (Eh) = -0.34705
- E_HOMO (eV) = -14.16
- electronic energy (Ha) = -5383.4917
- ΔE to the lowest compared entry with this formula, charge and spin (kJ/mol) = 442.0

The geometry in ORCA input format:
```
! wB97M-V def2-TZVPD RIJCOSX def2/J DEFGRID3
* xyz 4 1
K -1.895 3.075 2.085
K 1.931 -2.410 -1.674
C 2.642 -5.542 5.320
C 1.527 -4.556 5.662
C 0.195 -5.095 5.151
N -0.827 -3.945 5.024
C -0.450 -3.051 3.777
C -0.894 -3.062 6.346
C -2.341 -3.232 6.864
C -3.087 -3.413 5.556
C -2.290 -4.388 4.758
H 3.617 -5.059 5.251
H 2.579 -6.203 4.456
H 2.689 -6.248 6.149
H 1.870 -3.673 5.124
H 1.510 -4.357 6.734
H -0.256 -5.711 5.928
H 0.154 -5.658 4.219
H -1.223 -2.327 3.518
H -0.093 -3.608 2.911
H 0.312 -2.368 4.154
H -0.689 -2.025 6.078
H -0.257 -3.429 7.150
H -2.535 -2.270 7.338
H -2.566 -4.016 7.587
H -3.185 -2.456 5.043
H -4.026 -3.908 5.803
H -2.383 -4.495 3.677
H -2.199 -5.350 5.262
C 5.940 1.725 -5.058
C 5.206 2.146 -3.742
C 6.051 1.966 -2.473
N 6.347 3.297 -1.630
C 5.127 3.887 -0.909
C 6.926 4.450 -2.509
C 8.255 4.910 -1.817
C 8.198 4.434 -0.297
C 7.455 3.079 -0.565
H 6.259 0.684 -4.996
H 6.883 2.207 -5.316
H 5.241 1.694 -5.894
H 4.281 1.586 -3.601
H 4.872 3.183 -3.777
H 7.106 1.806 -2.694
H 5.684 1.173 -1.822
H 5.415 4.600 -0.137
H 4.642 3.054 -0.401
H 4.563 4.400 -1.688
H 6.233 5.285 -2.410
H 6.959 4.222 -3.574
H 8.586 5.940 -1.949
H 9.107 4.446 -2.315
H 7.516 5.007 0.331
H 9.191 4.327 0.139
H 7.041 2.720 0.377
H 8.187 2.372 -0.955
C -1.853 -0.549 -0.608
C -3.058 -1.307 -1.200
C -4.484 -0.946 -0.610
N -5.652 -1.786 -1.163
C -5.476 -2.138 -2.712
C -5.810 -3.074 -0.339
C -7.170 -3.571 -0.682
C -8.025 -2.347 -0.664
C -7.027 -1.123 -0.964
H -1.748 -0.786 0.451
H -1.850 0.540 -0.657
H -0.849 -0.802 -0.947
H -2.741 -2.338 -1.041
H -3.054 -1.193 -2.284
H -4.507 0.118 -0.844
H -4.502 -1.208 0.448
H -6.354 -2.623 -3.137
H -4.543 -2.671 -2.892
H -5.533 -1.221 -3.299
H -5.002 -3.700 -0.718
H -5.786 -2.857 0.729
H -7.146 -4.084 -1.644
H -7.552 -4.299 0.033
H -8.826 -2.566 -1.370
H -8.414 -2.054 0.311
H -7.373 -0.460 -1.757
H -6.916 -0.535 -0.053
C -4.200 0.152 -6.216
C -3.030 1.039 -5.913
C -3.124 1.808 -4.566
N -2.044 2.981 -4.585
C -2.613 4.066 -5.494
C -0.646 2.558 -4.992
C 0.239 3.677 -4.488
C -0.324 3.825 -3.057
C -1.862 3.578 -3.153
H -4.134 -0.347 -7.183
H -5.084 0.788 -6.169
H -4.230 -0.652 -5.481
H -3.118 1.756 -6.729
H -2.027 0.616 -5.971
H -2.942 1.089 -3.767
H -4.016 2.411 -4.395
H -2.391 3.510 -6.405
H -1.954 4.932 -5.428
H -3.576 4.524 -5.269
H -0.616 2.245 -6.036
H -0.497 1.587 -4.520
H 0.248 4.571 -5.111
H 1.277 3.347 -4.438
H -0.048 4.760 -2.571
H 0.149 3.100 -2.394
H -2.331 4.554 -3.036
H -2.234 2.974 -2.326
N 1.989 -1.223 7.331
S 1.332 -0.115 8.005
O 0.600 0.880 7.259
O 1.928 0.322 9.248
F 0.145 -0.954 8.650
S 3.040 -0.405 6.366
O 4.271 -1.155 6.090
O 3.336 1.039 6.524
F 2.104 -0.391 5.059
N 1.384 -0.557 0.232
S 1.454 -0.603 1.671
O 0.104 -0.826 2.264
O 2.278 0.346 2.415
F 2.214 -2.006 1.871
S 1.370 1.143 -0.003
O 2.601 1.865 -0.322
O 0.306 1.862 0.580
F 0.824 1.093 -1.506
*
```